[1]
C4H6O | ωB97M-V with the def2-TZVPD basis set

Each line ends with the Mulliken charge.
CARTESIAN COORDINATES (ANGSTROEM)
C 2.4074 -0.2573 -0.2142  -0.665
C 1.1782 0.4444 -0.0827  -0.089
C -0.0455 -0.1964 0.5286  -0.229
C -1.2974 0.4557 0.1300  -0.090
H 3.3827 0.1441 -0.7814  0.222
H 2.4922 -1.2597 0.3054  0.223
H 1.0697 1.3633 -0.6656  0.297
H -0.2667 -1.3722 0.3095  0.294
H -0.1577 -0.3092 1.7171  0.268
H -1.2786 1.8305 0.6064  0.241
O -2.3373 -0.3845 -0.4577  -0.472

Values from the calculation:
- multiplicity = 1
- HOMO energy (hartree) = -0.3590
- ΔE to the lowest compared entry with this formula, charge and spin (eV) = 4.565
- LUMO (Ha) = -0.009
- HOMO-LUMO gap (eV) = 9.53


[2]
C4H6O | ωB97M-V with the def2-TZVPD basis set

Each line ends with the Mulliken charge.
CARTESIAN COORDINATES (ANGSTROEM)
C -1.7923 -0.5065 0.1070  -0.706
C -1.0749 0.5976 0.0372  -0.354
C 0.3868 0.6131 -0.2575  0.128
C 1.3986 -0.0274 0.6348  -0.358
H -1.3610 -1.4611 -0.0554  0.298
H -2.8517 -0.4307 0.2860  0.261
H -1.5009 1.5988 0.1940  0.293
H 0.7790 1.4275 -0.8732  0.358
H 1.1149 -0.6050 1.4926  0.250
H 2.4176 0.3413 0.5771  0.250
O 0.9866 -0.6164 -0.5937  -0.420

Values from the calculation:
- multiplicity = 1
- HOMO energy (hartree) = -0.3553
- structure (SMILES) = C=C[C@H]1CO1
- ΔE to the lowest compared entry with this formula, charge and spin (eV) = 1.276
- LUMO (Ha) = 0.044
- HOMO-LUMO gap (eV) = 10.87


[3]
C4H6O | ωB97M-V with the def2-TZVPD basis set

Each line ends with the Mulliken charge.
CARTESIAN COORDINATES (ANGSTROEM)
C -1.3543 0.7764 -0.2375  -0.380
C -1.3518 -0.6519 0.1119  -0.256
C 2.3603 -0.0459 0.0701  -0.140
C -0.6409 0.2869 0.9288  -0.247
O 1.1916 0.2007 0.0358  -0.238
H -0.5893 1.1653 -0.9910  0.133
H -2.2095 1.3367 -0.1513  0.263
H -2.1828 -1.0257 0.7851  0.181
H -1.0829 -1.5367 -0.5012  0.240
H 2.8076 -0.9503 0.5910  0.215
H 3.0520 0.4445 -0.6419  0.228

Values from the calculation:
- multiplicity = 1
- HOMO energy (hartree) = -0.2907
- ΔE to the lowest compared entry with this formula, charge and spin (eV) = 5.557
- LUMO (Ha) = 0.008
- HOMO-LUMO gap (eV) = 8.12


[4]
C4H6O | ωB97M-V with the def2-TZVPD basis set

Each line ends with the Mulliken charge.
CARTESIAN COORDINATES (ANGSTROEM)
C 1.1518 -1.4626 0.0547  -0.721
C -0.2041 0.9037 -0.9394  -1.320
C -0.3010 0.4072 0.4964  0.291
O -1.1374 -0.6646 0.7808  -0.415
C 0.2759 -0.8993 1.0186  0.071
H 0.7322 0.6169 -1.4238  0.371
H 0.5402 -1.6908 -0.8402  0.257
H -0.2646 1.9950 -0.9638  0.337
H -1.0378 0.4927 -1.5166  0.335
H -0.2968 1.1907 1.2587  0.374
H 0.5416 -0.8889 2.0746  0.420

Values from the calculation:
- multiplicity = 1
- HOMO energy (hartree) = -0.3328
- ΔE to the lowest compared entry with this formula, charge and spin (eV) = 4.256
- LUMO (Ha) = -0.017
- HOMO-LUMO gap (eV) = 8.60


[5]
C4H6O | ωB97M-V with the def2-TZVPD basis set

Each line ends with the Mulliken charge.
CARTESIAN COORDINATES (ANGSTROEM)
O 1.5290 0.1902 -1.4101  -0.546
C 0.5826 0.2344 -0.6657  0.417
C -0.8018 -0.3493 -0.8409  -0.339
C -0.9503 -0.8469 0.6020  -0.617
C 0.6240 0.7072 0.7722  -0.635
H -1.5533 0.4052 -1.0994  0.249
H -0.8061 -1.1478 -1.5891  0.304
H -0.2002 -1.6536 0.7261  0.214
H -0.2727 0.1582 1.3530  0.288
H 1.5820 0.5640 1.2758  0.333
H 0.2669 1.7384 0.8762  0.333

Values from the calculation:
- multiplicity = 1
- HOMO energy (hartree) = -0.3272
- ΔE to the lowest compared entry with this formula, charge and spin (eV) = 3.712
- LUMO (Ha) = 0.001
- HOMO-LUMO gap (eV) = 8.93


[6]
C4H6O | ωB97M-V with the def2-TZVPD basis set

Each line ends with the Mulliken charge.
CARTESIAN COORDINATES (ANGSTROEM)
O 2.3796 -0.5037 -0.0338  -0.303
C 1.1664 -0.5030 -0.5659  -1.066
C 0.2392 0.1173 0.3579  0.640
C -0.8955 0.8694 -0.3112  -0.595
C -1.1662 -0.4372 0.3124  -0.595
H 2.7868 -0.9710 -0.7976  0.489
H 0.5958 0.4880 1.3161  0.377
H -1.2260 1.7631 0.1948  0.245
H -0.8669 0.9345 -1.3929  0.281
H -1.6880 -0.4766 1.2602  0.243
H -1.3252 -1.2807 -0.3400  0.283

Values from the calculation:
- multiplicity = 1
- HOMO energy (hartree) = -0.3146
- ΔE to the lowest compared entry with this formula, charge and spin (eV) = 2.478
- LUMO (Ha) = 0.041
- HOMO-LUMO gap (eV) = 9.67


[7]
C4H6O | ωB97M-V with the def2-TZVPD basis set

Each line ends with the Mulliken charge.
CARTESIAN COORDINATES (ANGSTROEM)
C -0.2032 -1.2202 0.1063  -0.209
O -1.2973 -0.3034 0.1595  -0.366
C -0.8235 1.0399 -0.0237  -0.340
C 0.6815 0.9014 0.0190  -0.285
C 0.9928 -0.3799 0.2182  -0.410
H -0.4987 -2.0537 0.7414  0.301
H 0.3762 -1.8619 -0.8288  0.149
H -1.2134 1.7200 0.7554  0.227
H -1.2289 1.4144 -0.9770  0.226
H 1.3543 1.7338 -0.1575  0.371
H 1.8601 -0.9904 -0.0129  0.335

Values from the calculation:
- multiplicity = 1
- HOMO energy (hartree) = -0.3218
- structure (SMILES) = C1=CCOC1
- ΔE to the lowest compared entry with this formula, charge and spin (eV) = 1.791
- LUMO (Ha) = 0.038
- HOMO-LUMO gap (eV) = 9.80


[8]
C4H6O | ωB97M-V with the def2-TZVPD basis set

Each line ends with the Mulliken charge.
CARTESIAN COORDINATES (ANGSTROEM)
O -1.2958 -0.7859 1.1372  -0.477
C -0.8668 -0.6450 -0.1882  -0.364
C -0.0035 0.5890 -0.4463  -0.499
C 1.4266 0.3071 1.3029  -0.520
C 1.4866 0.5074 0.0291  0.005
H -0.5244 -0.7440 1.7250  0.342
H -0.3394 -1.5452 -0.5389  0.253
H -1.7761 -0.5300 -0.7879  0.296
H 0.0766 0.7228 -1.5256  0.308
H -0.4825 1.4800 -0.0283  0.285
H 2.2987 0.6438 -0.6790  0.368

Values from the calculation:
- multiplicity = 1
- HOMO energy (hartree) = -0.3765
- ΔE to the lowest compared entry with this formula, charge and spin (eV) = 3.445
- LUMO (Ha) = -0.014
- HOMO-LUMO gap (eV) = 9.86


[9]
C4H6O | ωB97M-V with the def2-TZVPD basis set

Each line ends with the Mulliken charge.
CARTESIAN COORDINATES (ANGSTROEM)
O 2.6157 0.0924 0.2051  -0.506
C 1.5246 -0.1879 -0.2335  -0.156
C 0.2898 -0.1944 0.5660  0.135
C -0.6466 0.7410 -0.2774  -0.621
C -1.0999 -0.5926 0.1638  -0.413
H 1.3299 -0.2458 -1.3215  0.256
H 0.4593 -0.1586 1.6456  0.341
H -0.9744 1.6836 0.1351  0.254
H -0.4275 0.8070 -1.3493  0.238
H -1.7757 -0.5569 1.0109  0.242
H -1.2952 -1.3879 -0.5448  0.230

Values from the calculation:
- multiplicity = 1
- HOMO energy (hartree) = -0.3563
- structure (SMILES) = O=CC1CC1
- ΔE to the lowest compared entry with this formula, charge and spin (eV) = 0.872
- LUMO (Ha) = 0.039
- HOMO-LUMO gap (eV) = 10.75


[10]
C4H6O | ωB97M-V with the def2-TZVPD basis set

Each line ends with the Mulliken charge.
CARTESIAN COORDINATES (ANGSTROEM)
C -0.8929 -1.0979 0.0912  -1.200
C -0.2413 0.2533 0.0348  0.601
O -0.9150 1.2054 0.8153  -0.514
C 1.2116 0.1854 0.4258  -0.618
C 1.9587 0.4606 -0.4906  -0.105
H -1.9372 -0.9630 -0.1866  0.307
H -0.8152 -1.5194 1.0919  0.322
H -0.4161 -1.7806 -0.6227  0.329
H -0.2482 0.5507 -1.0304  0.120
H -0.2724 1.8551 1.1308  0.361
H 2.5680 0.8503 -1.2594  0.396

Values from the calculation:
- multiplicity = 1
- HOMO energy (hartree) = -0.3616
- structure (SMILES) = C#C[C@@H](C)O
- ΔE to the lowest compared entry with this formula, charge and spin (eV) = 2.924
- LUMO (Ha) = 0.013
- HOMO-LUMO gap (eV) = 10.19


[11]
C4H6O2 | ωB97M-V with the def2-TZVPD basis set

Each line ends with the Mulliken charge.
CARTESIAN COORDINATES (ANGSTROEM)
O 0.2978 0.7131 1.8337  -0.228
C 0.0845 0.2826 0.6400  -0.569
C 1.1140 -0.3358 -0.2292  -0.407
C -0.1022 -0.8997 -1.0101  0.226
O -0.2069 -1.5181 -2.0306  -0.538
C -1.0730 -0.2487 -0.0743  0.102
H -0.5216 0.8300 2.3445  0.339
H -0.0712 1.8128 -0.9014  0.148
H 1.5613 -1.1377 0.3777  0.299
H 1.8594 0.3105 -0.6893  0.372
H -1.0052 0.9014 -0.6917  -0.242
H -1.9464 -0.6752 0.4010  0.498

Values from the calculation:
- multiplicity = 1
- HOMO energy (hartree) = -0.2664
- ΔE to the lowest compared entry with this formula, charge and spin (eV) = 6.464
- LUMO (Ha) = -0.017
- HOMO-LUMO gap (eV) = 6.79


[12]
C4H6O2 | ωB97M-V with the def2-TZVPD basis set

Each line ends with the Mulliken charge.
CARTESIAN COORDINATES (ANGSTROEM)
O -1.2894 -1.4233 1.2891  -0.561
C -0.5978 -0.8043 0.5191  0.467
C 0.8520 -0.3827 0.6764  -0.439
C 0.7883 0.9379 -0.1236  -0.413
O 0.0435 0.5515 -1.2742  -0.368
C -1.0756 -0.1490 -0.7731  -0.358
H 1.5022 -1.0633 0.1136  0.240
H 1.1499 -0.4086 1.7282  0.327
H 0.2363 1.7227 0.4224  0.270
H 1.7353 1.3570 -0.4726  0.286
H -1.4189 -0.8865 -1.5030  0.290
H -1.9002 0.5383 -0.5279  0.260

Values from the calculation:
- multiplicity = 1
- HOMO energy (hartree) = -0.3540
- structure (SMILES) = O=C1CCOC1
- ΔE to the lowest compared entry with this formula, charge and spin (eV) = 0.969
- LUMO (Ha) = 0.033
- HOMO-LUMO gap (eV) = 10.54


| no. | electronic energy (a.u.) |
| --- | --- |
| 1 | -231.0560 |
| 2 | -231.1768 |
| 3 | -231.0195 |
| 4 | -231.0673 |
| 5 | -231.0873 |
| 6 | -231.1327 |
| 7 | -231.1579 |
| 8 | -231.0971 |
| 9 | -231.1917 |
| 10 | -231.1163 |
| 11 | -306.2688 |
| 12 | -306.4707 |